# 1
An isolated ion of composition C6H15N5S and charge +2. Source: OMol25; level of theory: ωB97M-V with the def2-TZVPD basis set.

## Properties
Spin multiplicity: 1
Relative energy (zero: lowest compared OMol25 entry of this formula, charge and spin) in kcal per mole: 0.0
Lowest unoccupied orbital energy in eV: -6.78
Charge: +2
HOMO-LUMO gap in eV: 9.8

Atoms and positions in Å:
C: -1.774864 -0.735861 -0.511841
C: 0.185245 0.777573 -0.265745
C: -2.032435 -1.326313 0.805207
C: 1.756211 -1.116427 -0.484978
C: -1.476487 -0.923259 1.942353
C: -1.701159 2.823345 0.097738
N: -0.774593 0.062090 -0.726014
N: 1.459025 0.286210 -0.202317
N: 3.087505 -1.355126 0.112350
N: -2.565137 -1.071300 -1.515328
N: 2.611112 1.088015 -0.215597
S: 0.069339 2.470739 0.144947
H: -2.764919 -2.123379 0.806926
H: 1.809430 -1.302569 -1.565596
H: -0.769382 -0.107033 1.990364
H: 0.978176 -1.749294 -0.047991
H: -1.735315 -1.381483 2.881365
H: -2.265012 1.897316 0.095358
H: -1.915775 3.410558 -0.790517
H: -1.928161 3.402923 0.988619
H: 3.652316 -2.053230 -0.385997
H: 3.500729 -0.360835 0.029530
H: -3.347503 -1.693154 -1.374964
H: -2.438671 -0.678390 -2.437930
H: 3.049857 -1.607147 1.109069
H: 2.640329 1.715004 0.586395
H: 2.690136 1.651025 -1.065406

Cartesian forces (eV/Å) of the 3 atoms listed first:
0.293 0.177 0.105
-0.210 0.549 -0.159
-0.324 -0.235 0.313

***

# 2
A 14-piece molecular cluster, C4H34NO15S overall at a distorted geometry. Source: OMol25; level of theory: ωB97M-V with the def2-TZVPD basis set.

## Properties
Spin multiplicity: 1
Relative energy (zero: lowest compared OMol25 entry of this formula, charge and spin) in kcal per mole: 19.0
Lowest unoccupied orbital energy in eV: 2.26
Charge: -1
HOMO-LUMO gap in eV: 9.0

Atoms and positions in Å:
C: 0.613442 -1.665755 -1.760648
N: 0.925418 -1.411581 -0.342694
C: 0.835962 -0.042847 0.134844
C: 1.321811 0.002024 1.583479
S: 2.084189 1.664875 1.894966
C: -0.441802 0.803446 -0.077115
O: -1.644144 0.444948 0.077204
O: -0.221290 1.765116 -0.893530
H: -0.197487 -2.370690 -1.934261
H: 1.480131 -1.996303 -2.329088
H: 0.310104 -0.719238 -2.221360
H: 0.155876 -1.906427 0.110460
H: 1.482465 0.492450 -0.532765
H: 0.568164 -0.091215 2.360082
H: 2.090964 -0.753061 1.691883
H: 3.046073 1.622454 0.961265
H: 2.963497 -3.598795 0.916384
H: 1.894327 -2.884990 0.185351
O: 2.166701 -3.813932 0.419251
H: 3.989602 -2.458485 -0.851266
H: 3.541491 -1.073938 -0.509907
O: 3.897949 -1.866114 -0.086784
H: -2.894449 -1.686348 -2.437486
H: -2.747386 -0.499635 -1.264815
O: -2.987940 -1.388968 -1.527743
H: -1.630831 3.071717 1.494401
H: -0.197973 3.187680 2.004627
O: -1.111535 3.093834 2.296913
H: -1.582614 -3.854716 1.139909
H: -0.378264 -4.210971 2.047080
O: -1.229100 -3.747725 2.038455
H: -0.050751 3.501891 -0.754559
H: -1.245780 4.270516 -1.047798
O: -0.493904 4.324531 -0.459376
H: 1.919719 3.661503 -1.534383
H: 2.164921 2.317350 -1.225445
O: 2.699010 3.093003 -1.503174
H: -3.118446 -2.574691 -0.265115
H: -3.103192 -2.457322 1.310524
O: -3.192762 -3.067117 0.568145
H: -2.697886 -1.366789 3.171691
H: -1.320936 -2.036116 3.030701
O: -2.059812 -1.911185 3.647748
H: -0.381583 1.757379 -4.206509
H: -1.085144 1.658090 -2.801910
O: -1.072047 1.320117 -3.711297
H: -3.138306 2.101988 0.071446
H: -2.087574 2.875156 -0.589255
O: -3.052984 2.857699 -0.534806
H: 3.537786 1.450806 -2.469467
H: 4.240264 0.732988 -1.310550
O: 3.642849 0.584235 -2.047491
H: -1.725075 0.904675 1.967171
H: -2.109371 1.168114 3.463001
O: -2.372348 0.726366 2.643615

Cartesian forces (eV/Å) of the 3 atoms listed first:
0.168 1.438 -0.781
-2.268 -1.265 0.324
0.040 0.153 0.700